Entry from OMol25: an isolated molecule of C4H4N2O in a non-equilibrium geometry (the ωB97M-V functional and the def2-TZVPD basis).

Properties
HOMO in eV: -11.5111
Spin multiplicity: 1
Orbital gap in hartree: 0.4406
Maximum force in eV/A: 1.1
Energy above the lowest of the compared OMol25 structures with the same formula, charge and spin in eV: 1.776

Bonds (Å) are listed after each position.
Positions of all 11 atoms, in Å:
1 N 2.650 0.097 1.336  C2 1.155
2 C 1.878 0.154 0.478  N1 1.155, C3 1.479
3 C 0.948 0.282 -0.665  C2 1.479, O4 1.403, H8 1.092, H9 1.096
4 O 0.033 -0.773 -0.798  C3 1.403, C5 1.413
5 C -1.165 -0.766 -0.050  O4 1.413, C6 1.473, H10 1.093, H11 1.094
6 C -1.511 0.515 0.591  C5 1.473, N7 1.156
7 N -1.786 1.515 1.101  C6 1.156
8 H 1.546 0.264 -1.579  C3 1.092
9 H 0.450 1.256 -0.594  C3 1.096
10 H -1.970 -1.019 -0.746  C5 1.093
11 H -1.129 -1.537 0.725  C5 1.094

These are the Mulliken partial charges, in e, on atoms 1 to 6: -0.366 0.320 -0.383 -0.383 -0.204 0.206